128
Properties=species:S:1:pos:R:3 method="wB97M-V/def2-TZVPD" multiplicity=1 orbital_gap_ha=0.300
C 1.203 -2.624 2.692
B 1.773 -2.076 1.307
O 2.921 -2.618 0.762
C 0.977 -0.876 0.613
C 0.130 -1.033 -0.405
C -0.582 0.109 -1.077
O -1.188 -0.126 -2.106
C -0.505 1.461 -0.425
C -1.304 2.508 -0.867
P -2.484 2.414 -2.261
O -1.809 2.335 -3.582
C -1.253 3.727 -0.235
C -0.402 3.935 0.848
C -0.422 5.311 1.541
B -1.376 5.125 2.813
O -1.127 5.719 4.045
O -2.499 4.293 2.678
C 0.413 2.907 1.298
C 1.298 3.184 2.505
C 2.814 3.378 2.216
C 3.234 3.295 0.751
F 3.208 4.638 2.694
C 0.354 1.672 0.650
C 1.219 0.512 1.115
O 2.168 0.642 1.881
H 0.479 -1.898 3.073
H 2.057 -2.645 3.389
H 0.766 -3.626 2.567
H 3.638 -2.363 1.366
H -0.047 -2.035 -0.798
H -3.290 3.578 -2.249
H -3.370 1.316 -2.158
H -1.922 4.507 -0.592
H 0.596 5.596 1.812
H -0.901 6.035 0.866
H -0.971 4.990 4.667
H -2.232 3.396 2.920
H 1.215 2.308 3.160
H 0.978 4.039 3.106
H 3.369 2.603 2.753
H 4.237 3.745 0.694
H 3.374 2.250 0.467
H 2.591 3.849 0.060
C 6.176 -2.483 3.286
Cl 4.987 -1.199 3.003
Cl 5.460 -3.846 4.154
H 6.549 -2.839 2.329
H 6.992 -2.081 3.876
C 9.679 -4.704 2.474
Cl 10.503 -3.498 3.468
Cl 8.368 -3.981 1.531
H 10.397 -5.146 1.793
H 9.260 -5.466 3.121
C 1.402 5.823 6.065
Cl 3.162 5.875 5.957
Cl 0.820 4.176 6.389
H 1.081 6.468 6.874
H 0.981 6.163 5.125
C 0.837 -6.736 2.060
Cl -0.189 -6.054 0.792
Cl 2.426 -5.964 2.095
H 0.354 -6.584 3.020
H 0.965 -7.796 1.872
C 1.428 -3.106 -3.291
Cl 1.534 -3.969 -4.831
Cl 0.913 -4.176 -1.983
H 2.407 -2.707 -3.048
H 0.710 -2.298 -3.389
C -5.162 3.693 -5.576
Cl -4.841 2.838 -4.062
Cl -4.574 5.361 -5.514
H -4.654 3.170 -6.381
H -6.232 3.705 -5.753
C -2.858 -2.887 2.623
Cl -2.127 -1.284 2.454
Cl -1.700 -4.077 3.227
H -3.687 -2.817 3.317
H -3.213 -3.208 1.654
C 3.470 2.392 -2.886
Cl 2.327 3.681 -3.274
Cl 2.688 1.082 -1.994
H 3.876 1.992 -3.808
H 4.267 2.801 -2.273
C -4.924 7.018 1.608
Cl -4.304 6.580 0.011
Cl -6.652 6.679 1.750
H -4.392 6.441 2.358
H -4.761 8.078 1.767
C -5.405 -2.887 -0.752
Cl -5.751 -3.289 0.939
Cl -3.714 -2.415 -0.972
H -5.610 -3.755 -1.366
H -6.037 -2.062 -1.049
C 4.597 -5.539 -2.742
Cl 5.107 -7.111 -3.374
Cl 4.026 -5.656 -1.076
H 5.442 -4.860 -2.775
H 3.789 -5.161 -3.362
C 4.512 -2.559 -7.242
Cl 4.949 -3.402 -5.753
Cl 4.885 -0.834 -7.148
H 5.069 -2.993 -8.064
H 3.446 -2.678 -7.408
C -2.924 3.166 -8.968
Cl -3.996 4.520 -9.342
Cl -3.795 1.848 -8.173
H -2.496 2.792 -9.891
H -2.139 3.512 -8.305
C -7.582 -6.972 0.533
Cl -7.512 -8.714 0.234
Cl -6.591 -6.085 -0.640
H -8.631 -6.640 0.467
H -7.200 -6.773 1.530
C -7.598 2.360 -1.225
Cl -5.828 2.385 -1.235
Cl -8.208 0.722 -0.970
H -7.950 2.996 -0.420
H -7.962 2.728 -2.178
C 10.512 0.251 4.609
Cl 9.046 -0.239 3.753
Cl 10.730 -0.664 6.105
H 11.366 0.075 3.965
H 10.438 1.305 4.851
C -9.700 -3.125 0.294
Cl -9.614 -4.846 -0.095
Cl -8.724 -2.202 -0.844
H -10.728 -2.784 0.255
H -9.295 -2.981 1.290

=====

91
Properties=species:S:1:pos:R:3 method="wB97M-V/def2-TZVPD" multiplicity=1 orbital_gap_ha=0.244 charge=+1 relative_energy_kcal_mol=7.78
Ba -0.035 -0.598 -0.493
C -2.853 3.547 -3.207
C -1.782 2.503 -2.896
C -0.413 2.916 -3.444
P -1.595 1.949 -1.134
C -3.246 2.196 -0.351
C -4.219 1.137 -0.869
C -3.126 2.133 1.170
C -0.542 3.154 -0.251
C -0.711 4.526 -0.441
C -0.002 5.484 0.267
C -0.217 6.956 0.043
C 0.898 5.009 1.217
C 1.077 3.657 1.447
C 0.369 2.683 0.723
N 0.610 1.312 0.869
C 1.393 0.871 1.968
C 1.023 1.111 3.295
C 1.782 0.618 4.339
C 2.925 -0.151 4.111
C 3.730 -0.702 5.258
C 3.285 -0.403 2.797
C 2.556 0.113 1.721
P 2.912 -0.177 -0.056
C 4.390 -1.256 -0.238
C 5.719 -0.748 0.342
C 4.053 -2.672 0.249
C 3.424 1.476 -0.725
C 4.410 2.285 0.120
C 3.913 1.322 -2.166
H -2.861 3.751 -4.280
H -2.673 4.495 -2.702
H -3.853 3.210 -2.935
H -2.071 1.579 -3.410
H -0.088 3.868 -3.025
H -0.461 3.018 -4.529
H 0.370 2.186 -3.215
H -3.603 3.189 -0.636
H -3.907 0.142 -0.538
H -4.286 1.119 -1.959
H -5.225 1.308 -0.481
H -2.635 1.210 1.498
H -4.119 2.158 1.624
H -2.547 2.966 1.568
H -1.431 4.869 -1.175
H -0.473 7.167 -0.996
H 0.679 7.526 0.289
H -1.027 7.343 0.665
H 1.479 5.718 1.797
H 1.793 3.346 2.197
H 0.132 1.694 3.493
H 1.478 0.824 5.360
H 3.637 -0.073 6.143
H 4.788 -0.772 5.005
H 3.391 -1.703 5.532
H 4.171 -0.998 2.615
H 4.488 -1.319 -1.326
H 5.598 -0.180 1.263
H 6.237 -0.100 -0.365
H 6.383 -1.588 0.555
H 3.832 -2.708 1.316
H 4.894 -3.343 0.062
H 3.188 -3.075 -0.285
H 2.482 2.032 -0.742
H 5.439 1.976 -0.060
H 4.207 2.197 1.189
H 4.333 3.344 -0.137
H 4.870 0.799 -2.212
H 4.059 2.304 -2.620
H 3.206 0.774 -2.795
C -2.740 -3.720 -2.892
C -1.371 -4.400 -3.010
S -0.017 -3.606 -2.106
C 0.309 -4.722 -0.728
C -0.834 -4.920 0.259
S -1.319 -3.387 1.090
C -3.121 -3.395 1.041
C -3.751 -2.992 -0.291
S -3.814 -4.294 -1.552
H -3.301 -3.914 -3.807
H -2.633 -2.637 -2.809
H -1.061 -4.409 -4.054
H -1.425 -5.438 -2.680
H 1.186 -4.296 -0.235
H 0.611 -5.688 -1.134
H -0.527 -5.638 1.020
H -1.709 -5.311 -0.257
H -3.417 -2.680 1.810
H -3.470 -4.376 1.366
H -3.228 -2.136 -0.720
H -4.783 -2.688 -0.108

=====

92
Properties=species:S:1:pos:R:3 method="wB97M-V/def2-TZVPD" multiplicity=1 orbital_gap_ha=0.238 charge=+1 relative_energy_kcal_mol=0.00
Ca 0.034 0.619 -0.931
C -2.750 -3.928 -2.058
C -2.962 -3.235 -0.682
C -2.139 -3.943 0.414
P -2.326 -1.427 -0.742
C -3.721 -0.469 -1.702
C -2.896 0.682 -2.475
C -4.918 0.110 -1.037
C -2.442 -0.851 1.000
C -3.681 -0.943 1.711
C -3.860 -0.477 3.005
C -5.152 -0.505 3.779
C -2.735 0.074 3.706
C -1.498 0.124 3.065
C -1.294 -0.421 1.746
N -0.005 -0.447 1.161
C 1.032 -1.243 1.609
C 1.006 -1.916 2.887
C 2.092 -2.624 3.366
C 3.289 -2.636 2.647
C 4.599 -3.149 3.196
C 3.326 -1.999 1.409
C 2.238 -1.288 0.848
P 2.425 -0.868 -0.855
C 2.560 -2.483 -1.946
C 1.178 -2.908 -2.506
C 3.333 -3.629 -1.209
C 4.202 -0.274 -1.225
C 4.637 0.811 -0.257
C 4.185 0.211 -2.648
H -2.985 -5.013 -2.068
H -1.720 -3.838 -2.456
H -3.339 -3.535 -2.839
H -4.042 -3.294 -0.378
H -1.086 -3.531 0.462
H -2.009 -5.006 0.197
H -2.575 -3.818 1.412
H -4.039 -1.235 -2.426
H -2.317 1.278 -1.777
H -3.581 1.425 -2.934
H -2.222 0.265 -3.213
H -4.564 0.894 -0.361
H -5.440 -0.670 -0.464
H -5.611 0.550 -1.768
H -4.464 -1.516 1.223
H -5.732 0.380 3.446
H -4.916 -0.468 4.840
H -5.765 -1.357 3.594
H -2.839 0.415 4.711
H -0.553 0.563 3.514
H 0.057 -1.863 3.380
H 2.046 -3.113 4.347
H 5.177 -3.767 2.456
H 4.402 -3.821 4.048
H 5.243 -2.306 3.487
H 4.222 -2.003 0.812
H 3.196 -2.156 -2.770
H 0.503 -3.099 -1.640
H 1.264 -3.916 -2.985
H 0.688 -2.204 -3.211
H 2.744 -4.036 -0.355
H 4.305 -3.331 -0.798
H 3.431 -4.468 -1.888
H 4.973 -1.132 -1.118
H 5.219 0.474 0.600
H 3.812 1.446 0.116
H 5.305 1.516 -0.817
H 3.330 0.920 -2.787
H 4.046 -0.583 -3.362
H 5.123 0.750 -2.929
C 0.281 3.689 -1.937
N 0.512 5.179 -1.925
C -0.723 5.840 -1.424
N -1.123 5.392 -0.109
C -1.327 3.892 -0.165
N -0.137 3.152 -0.604
C 0.960 3.491 0.347
N 1.278 4.982 0.436
C 1.589 5.456 -0.961
C 0.041 5.694 0.772
H 1.209 3.208 -2.270
H -0.501 3.438 -2.631
H -1.502 5.687 -2.172
H -0.613 6.922 -1.390
H -2.117 3.774 -0.903
H -1.648 3.545 0.831
H 1.879 3.021 0.006
H 0.627 3.141 1.304
H 2.509 4.963 -1.359
H 1.785 6.539 -0.942
H 0.252 6.772 0.707
H -0.273 5.453 1.815